No. 1
6 unconnected molecules or ions with the total composition C10H12Cl12O6, computed with ωB97M-V/def2-TZVPD.

Geometry as XYZ:
```
40
Properties=species:S:1:pos:R:3:forces:R:3:lowdin_spin:R:1
C -2.35841 4.45268 -3.70652 0.83 0.83 0.12 0.00
Cl -2.98180 5.47010 -5.02447 -0.18 -0.77 0.50 0.03
Cl -2.32315 2.70643 -4.04226 -0.68 0.28 0.01 0.10
Cl -3.10811 4.87190 -2.11947 0.25 -0.54 -1.04 0.07
H -1.29856 4.70492 -3.67208 -0.30 0.08 0.47 0.00
C 2.58716 4.43711 0.91815 -0.12 0.92 -0.39 0.00
Cl 4.37135 4.45864 1.09022 -1.03 -0.14 0.10 0.00
Cl 1.99158 6.08887 0.42431 0.44 -0.97 0.10 0.00
Cl 1.69430 3.96497 2.36398 0.39 -0.14 0.08 0.00
H 2.30472 3.72755 0.14045 0.27 0.30 0.06 0.00
C -4.78167 0.64091 1.01500 0.12 0.82 1.25 0.00
Cl -6.52389 0.69469 0.96787 0.06 0.01 -0.32 0.03
Cl -4.25003 0.96803 2.72826 -0.05 -0.44 -1.16 0.01
Cl -4.07378 1.94166 -0.03268 -0.17 -0.71 0.14 0.13
H -4.44714 -0.34666 0.69734 0.15 0.34 0.03 0.00
C 1.76800 -3.80352 -3.52941 1.07 -0.28 1.04 0.00
Cl 0.85913 -2.78822 -2.32520 0.29 -0.57 -0.34 0.01
Cl 1.58296 -5.56727 -3.19141 -0.21 1.36 -0.35 0.00
Cl 3.55741 -3.41309 -3.37473 -1.59 -0.12 -0.40 0.00
H 1.35918 -3.51284 -4.49713 0.41 -0.35 0.11 0.00
C 1.62742 -4.55092 3.64067 0.43 0.40 0.27 0.00
C 2.83767 -3.72701 3.19746 -0.26 -1.23 -0.43 0.00
O 2.27543 -2.66277 2.39887 0.56 0.25 0.81 0.00
C 0.94699 -2.67211 2.50356 -0.83 -0.25 -1.02 0.00
O 0.21247 -1.88000 1.93792 0.92 -1.06 1.08 0.00
O 0.53955 -3.75952 3.19142 -1.04 0.60 -0.21 0.00
H 1.59765 -4.63616 4.72692 -0.27 -0.11 -0.11 0.00
H 1.64762 -5.53891 3.18070 -0.48 0.11 0.00 0.00
H 3.38483 -4.38439 2.52177 0.64 0.59 0.16 0.00
H 3.38712 -3.43702 4.09306 0.27 0.70 -0.61 0.00
C 0.11798 0.28248 0.07390 0.23 -0.49 -0.14 0.04
C -1.05935 0.04731 -0.88699 -0.45 0.32 0.95 0.08
O -1.41434 1.36258 -1.28627 -0.07 -0.87 -0.53 0.30
C -0.35553 2.18833 -1.09852 2.44 3.45 -0.13 0.00
O -0.31454 3.34957 -1.50382 -0.07 -3.98 1.37 0.06
O 0.66453 1.51003 -0.41165 -2.08 0.95 -1.04 0.06
H 0.86513 -0.51067 0.04583 -0.02 0.23 -0.16 0.00
H -0.17647 0.37887 1.11894 -0.31 0.16 0.11 0.02
H -2.00642 -0.41910 -0.61565 0.13 -0.01 0.65 0.02
H -0.70698 -0.63745 -1.65837 0.30 0.35 -1.03 0.04
```
Forces are in eV/Å.

Output
E_LUMO (alpha / beta)	-0.0926 / -0.3772	Ha
net charge	+1
2S+1	2
E_tot	-6361.56341	a.u.
<S²>	0.76
HOMO level (alpha / beta)	-12.9 / -12.9	eV

---

No. 2
A molecular structure, C10H12ClCoNP, computed with ωB97M-V/def2-TZVPD.

Geometry as XYZ:
```
26
Properties=species:S:1:pos:R:3:forces:R:3:lowdin_spin:R:1
C -0.30373 -0.31183 -2.62722 -0.87 -1.46 -1.16 0.01
C 0.12068 0.92728 -3.05843 -0.08 2.26 1.46 0.00
C -0.81918 1.93610 -2.58054 -0.02 -1.37 0.69 0.00
C -1.93646 1.16329 -2.03185 1.58 2.20 0.92 0.00
C -1.55917 -0.17203 -1.95950 -0.58 -1.37 -1.42 0.01
Co -0.15691 -2.07763 0.32700 -0.41 0.22 -1.16 2.41
P 1.88779 -2.60423 -1.01613 -1.08 1.17 -0.07 0.14
H 0.01698 -1.25331 -3.13418 -0.05 0.59 0.88 0.00
H 1.12304 1.16304 -3.38385 0.09 0.01 -0.42 0.00
H -0.54415 2.98391 -2.24970 -0.57 -1.13 -0.96 0.00
H -2.26925 -1.01887 -1.87768 0.47 0.48 0.32 0.01
H -2.73849 1.64618 -1.46960 -0.11 -0.23 -0.28 0.00
H 2.93995 -2.11512 -0.05533 -0.61 -1.38 -1.38 0.02
H 2.23719 -2.43500 -2.51627 -0.01 -0.53 2.15 0.05
H 1.07354 -3.82524 -0.65119 1.58 0.59 -0.29 0.09
Cl 1.54728 -1.31899 4.40966 -0.10 0.20 0.15 0.02
C 0.70164 -0.28251 3.32010 -0.66 0.86 -1.25 0.03
C 0.11251 0.94411 3.66061 0.24 -0.33 -0.06 0.00
C -0.52146 1.75413 2.70251 0.29 -0.69 -0.58 0.01
C -0.55827 1.29648 1.35693 -0.20 -0.14 0.99 0.01
N -0.06310 0.08484 1.08146 -0.13 0.79 -0.71 0.04
C 0.56240 -0.64761 1.97871 0.25 -0.87 0.30 0.09
H 0.19279 1.23183 4.69460 -0.16 0.32 0.22 0.00
H -0.99340 2.69781 2.99067 0.30 -0.34 -0.11 0.00
H -1.02810 1.86531 0.52651 0.38 -0.62 0.55 0.00
H 0.97586 -1.63193 1.56272 0.45 0.77 1.22 0.05
```
Forces are in eV/Å.

Output
E_LUMO (alpha / beta)	0.0980 / 0.0960	Ha
net charge	-1
2S+1	4
E_tot	-2627.07658	a.u.
<S²>	3.76
HOMO level (alpha / beta)	-1.8 / -2.7	eV

---

No. 3
C10H12ClNOS in the gas phase, computed with ωB97M-V/def2-TZVPD.

Geometry as XYZ:
```
26
Properties=species:S:1:pos:R:3:forces:R:3:mulliken_charge:R:1
C -1.02681 1.90218 -1.34284 -0.23 -0.36 0.94 -1.49
C -1.01374 0.92586 -0.17844 1.67 -0.66 0.82 0.75
C 0.15942 0.42492 0.34472 -1.89 -0.87 -0.37 -0.50
C 1.51892 0.70385 -0.00489 0.14 2.28 0.12 0.13
O 1.86785 1.88007 -0.07022 0.60 0.06 -0.64 -0.63
C 2.54116 -0.33247 -0.05804 0.06 -0.56 -0.51 0.15
S 4.20277 0.11136 0.21512 -0.34 -1.88 0.06 -0.10
C 4.66531 -1.58664 0.07307 -0.82 0.09 -0.19 -0.45
C 3.61512 -2.41233 -0.26348 -0.06 0.88 0.12 -0.43
C 2.40113 -1.65404 -0.37691 0.18 -0.64 0.10 0.11
Cl 0.92974 -2.45995 -0.93834 0.75 0.52 0.43 -0.18
N -2.20235 0.46178 0.34113 -0.90 -0.92 -0.64 0.14
C -3.36651 1.35017 0.45713 0.02 -0.53 -0.30 -0.98
C -2.34496 -0.90594 0.92688 -0.22 0.94 -0.08 -0.99
H -1.10853 2.91819 -0.96310 -0.13 0.15 -0.17 0.28
H -0.10310 1.82763 -1.89200 0.35 0.01 -0.06 0.41
H -1.84788 1.65686 -2.00721 -0.20 0.14 -0.09 0.45
H 0.11976 -0.30056 1.14206 -0.40 -0.29 0.11 0.61
H 5.67215 -1.92353 0.26785 0.05 0.24 -0.08 0.42
H 3.61288 -3.49462 -0.40601 0.33 0.45 0.04 0.38
H -4.29712 0.75098 0.53462 0.58 0.27 -0.13 0.28
H -3.27162 1.92957 1.37604 -0.18 0.29 0.00 0.32
H -3.47124 2.02617 -0.41561 0.19 -0.37 0.54 0.34
H -2.23775 -0.88619 2.01663 0.20 -0.09 -0.02 0.35
H -3.36229 -1.27504 0.72992 0.21 0.27 -0.08 0.34
H -1.65228 -1.63829 0.49193 0.02 0.56 0.07 0.27
```
Forces are in eV/Å.

Output
E_LUMO	0.0051	Ha
relative energy (zero: lowest compared OMol25 entry of this formula, charge and spin)	207.6	kJ/mol
E_tot	-1376.57597	a.u.
HOMO level	-7.8	eV